Record 1
A molecular structure, C28H40Br2F3MgN4O2P. Source: the Open Molecules 2025 dataset; level of theory: ωB97M-V/def2-TZVPD.

HOMO level (spin up / spin down) ... 1.146 / -0.735 eV
Electronic energy ... -202715.6347 eV
Lowest unoccupied orbital energy (spin up / spin down) ... 4.04 / 4.05 eV

Geometry as ORCA input:
```
! wB97M-V def2-TZVPD RIJCOSX def2/J DEFGRID3
* xyz -2 1
Mg 1.5034 0.1313 0.5673
C -0.9673 0.8359 3.1227
C 0.3374 0.3322 3.6685
C 0.4782 0.1524 5.0224
C 1.6919 -0.2913 5.5842
C 2.7799 -0.5096 4.7012
C 4.0749 -0.9096 5.1004
Br 4.4526 -1.2129 6.9617
C 5.1098 -1.0978 4.2118
C 4.8720 -0.8840 2.8641
Br 6.2999 -1.1528 1.6255
C 3.6216 -0.4842 2.3531
O 3.4024 -0.2852 1.0999
C 2.5668 -0.3042 3.3115
N 1.3439 0.0925 2.7758
H -1.6683 1.0230 3.9391
H -1.4148 0.1251 2.4260
H -0.8213 1.7627 2.5600
H -0.3718 0.3677 5.6621
H 1.8089 -0.4300 6.6486
H 6.0883 -1.4044 4.5536
O -0.5479 0.6720 0.1540
P -1.6522 0.8086 -0.8156
N -2.5700 2.1452 -0.4638
C -2.0208 3.2958 0.2560
C -3.1694 3.6868 1.1765
C -4.3881 3.4505 0.2842
C -4.0274 2.1752 -0.4918
N -1.3206 0.9619 -2.4272
C -0.3747 0.0114 -3.0393
C 0.6478 0.9131 -3.7169
C -0.2139 2.0716 -4.2176
C -1.2444 2.2722 -3.0996
N -2.6331 -0.5257 -0.7473
C -3.4762 -0.9975 -1.8483
C -3.7424 -2.4756 -1.5245
C -2.5873 -2.8580 -0.6017
C -2.4026 -1.5975 0.2323
H -1.7794 4.1164 -0.4319
H -1.1011 3.0189 0.7668
H -3.0958 4.7119 1.5410
H -3.1858 3.0115 2.0356
H -4.4975 4.2880 -0.4104
H -5.3242 3.3468 0.8344
H -4.4237 2.2018 -1.5141
H -4.4377 1.2848 -0.0037
H -0.8911 -0.6199 -3.7765
H 0.0840 -0.6312 -2.2760
H 1.1922 0.4049 -4.5142
H 1.3624 1.2664 -2.9729
H -0.7145 1.7917 -5.1503
H 0.3593 2.9815 -4.3975
H -2.2250 2.5592 -3.4933
H -0.9039 3.0422 -2.4109
H -2.9565 -0.8786 -2.8009
H -4.4121 -0.4314 -1.9137
H -3.7989 -3.0848 -2.4278
H -4.6923 -2.5779 -0.9920
H -1.6753 -3.0356 -1.1764
H -2.7916 -3.7407 0.0051
H -1.4072 -1.5054 0.6610
H -3.1450 -1.5542 1.0396
F 0.9087 2.8577 -1.0827
C 1.9510 2.2276 -0.3257
F 3.0211 2.3806 -1.2000
F 2.2003 3.2124 0.6248
C 2.9937 -3.4178 -0.3389
C 2.2918 -2.4939 -1.3519
C 1.7224 -3.3592 -2.4868
C 3.3400 -1.5405 -1.9389
C 1.2026 -1.7196 -0.6273
H 3.7945 -3.9974 -0.8180
H 2.2767 -4.1190 0.0997
H 3.4277 -2.8201 0.4627
H 2.5125 -3.9173 -3.0053
H 1.2090 -2.7360 -3.2270
H 0.9977 -4.0791 -2.0917
H 4.1425 -2.0957 -2.4428
H 3.7802 -0.9333 -1.1469
H 2.8793 -0.8685 -2.6706
H 0.3438 -2.4145 -0.5226
*
```

Record 2
2 unconnected molecules or ions with the total composition C4H6F2S in a non-equilibrium geometry. Source: the Open Molecules 2025 dataset; level of theory: ωB97M-V/def2-TZVPD.

HOMO level ... -8.459 eV
Electronic energy ... -20511.3701 eV
Lowest unoccupied orbital energy ... 0.17 eV

Geometry as ORCA input:
```
! wB97M-V def2-TZVPD RIJCOSX def2/J DEFGRID3
* xyz 0 1
C 0.6763 0.2979 1.3376
C -0.3259 0.1235 0.4668
C 3.2074 0.2305 0.4633
C -2.3512 -0.3146 -1.1650
F 3.0988 1.0074 -0.5889
F 3.1828 -0.9905 0.0037
S -1.1927 -1.3373 -0.0957
H 1.0528 1.2681 1.5691
H 0.9996 -0.5543 1.9234
H -0.8516 0.7933 -0.1570
H -3.0709 0.3166 -0.5485
H -2.8606 -1.0913 -1.5862
H -1.5647 0.2507 -1.6227
*
```

Energy above the lowest of the compared OMol25 structures with the same formula, charge and spin per entry: 0.000; 3.577 eV